1.
Entry from OMol25: a structure of composition C19H28ClO6Pb at a distorted geometry (ωB97M-V/def2-TZVPD).

Properties
LUMO (spin up / spin down)	-5.0528 / -5.0529	eV
electronic energy	-1844.54216	a.u.
HOMO (spin up / spin down)	-10.767 / -10.767	eV
HOMO-LUMO gap (spin up / spin down)	5.714 / 5.715	eV
ΔE to the lowest compared entry with this formula, charge and spin	0.0	kcal/mol

The geometry in ORCA input format:
```
! wB97M-V def2-TZVPD RIJCOSX def2/J DEFGRID3
* xyz 1 1
Pb 0.765 -1.276 2.040
Cl 0.164 -0.410 6.264
O -0.254 0.167 -0.193
O -0.323 0.941 6.204
O 1.588 -0.517 6.336
O -0.152 -1.082 4.761
O -0.535 -1.239 7.187
O 0.721 -1.321 -3.847
C 0.062 0.875 -2.202
C 1.498 -2.382 -4.399
C -2.265 0.385 -1.602
C -0.988 1.039 -1.113
C 2.136 0.715 3.596
C 2.867 0.720 2.368
C 0.207 -0.479 -4.932
C 1.023 2.077 2.112
C 1.553 -2.225 -5.943
C -2.145 0.546 2.725
C 0.725 -0.115 -1.257
C -2.039 0.375 4.083
C 0.592 -1.070 -6.284
C -1.950 -0.725 2.062
C -1.677 -1.701 3.022
C -1.103 2.444 -0.606
C 2.150 1.535 1.439
C 1.013 1.577 3.432
C -1.700 -1.048 4.375
H -2.090 -0.679 -1.847
H 0.329 1.890 4.219
H -2.172 -1.572 5.221
H -2.290 1.092 4.858
H -1.663 -2.781 2.908
H -3.069 0.458 -0.856
H -2.596 0.906 -2.519
H -0.892 -0.400 -4.844
H 1.248 -3.152 -6.432
H 2.565 -1.974 -6.279
H -1.675 3.028 -1.339
H -0.304 -1.424 -6.792
H -1.613 2.483 0.364
H -0.387 0.403 -3.060
H 0.343 2.831 1.722
H -2.408 1.458 2.182
H 0.613 0.548 -4.832
H 0.655 -1.158 -1.557
H -0.100 2.877 -0.502
H 2.508 -2.365 -3.956
H 0.634 1.772 -2.436
H -2.190 -0.898 1.012
H 1.063 -0.315 -6.907
H 1.755 0.171 -0.997
H 2.471 1.790 0.431
H 3.846 0.273 2.213
H 1.028 -3.341 -4.131
H 2.458 0.272 4.526
*
```

***

2.
Entry from OMol25: a structure of composition C19H28FO2Os at a distorted geometry (ωB97M-V/def2-TZVPD).

Properties
LUMO (spin up / spin down)	-4.1954 / -6.2434	eV
expectation value of S²	6.029
electronic energy	-1081.22526	a.u.
HOMO (spin up / spin down)	-10.305 / -11.774	eV
HOMO-LUMO gap (spin up / spin down)	6.110 / 5.530	eV
ΔE to the lowest compared entry with this formula, charge and spin	49.2	kcal/mol

The geometry in ORCA input format:
```
! wB97M-V def2-TZVPD RIJCOSX def2/J DEFGRID3
* xyz 1 5
Os -0.911 -0.641 1.897
F 0.602 1.103 2.680
O -0.828 -0.287 -1.480
O 2.694 1.910 -1.560
C -1.330 -1.835 -3.438
C -0.309 -0.919 -2.726
C 1.602 -1.033 2.721
C 1.007 -1.615 -2.536
C -2.924 -0.066 1.430
C -2.294 0.962 2.159
C 0.695 -2.602 1.295
C 0.384 -1.507 3.331
C -0.174 -2.524 2.448
C 2.493 1.320 -0.234
C -2.901 -1.232 2.222
C -1.893 0.445 3.421
C 1.271 1.977 0.415
C -2.334 -0.898 3.480
C -0.239 0.392 -3.562
C 1.955 3.165 -1.556
C -1.069 0.913 -2.393
C 1.051 3.295 -0.310
C 1.794 -1.737 1.517
H -2.154 0.940 -2.606
H -0.983 -3.222 2.628
H -1.407 0.994 4.208
H -0.840 -2.193 -4.361
H 1.477 -1.729 -3.513
H -2.264 -1.315 -3.708
H 1.679 -1.061 -1.887
H 2.723 -1.707 0.952
H 3.386 1.383 0.444
H 1.367 2.034 1.507
H -3.297 -2.188 1.941
H 2.669 4.028 -1.557
H -0.813 0.306 -4.507
H -2.152 1.970 1.826
H 0.779 0.798 -3.646
H 2.343 -0.328 3.114
H 0.428 1.262 0.301
H -0.746 1.869 -1.946
H 0.071 -1.272 4.343
H 0.668 -3.366 0.511
H -0.002 3.505 -0.529
H 1.477 4.084 0.319
H 1.397 3.251 -2.514
H 2.255 0.241 -0.328
H -2.223 -1.583 4.310
H 0.837 -2.624 -2.155
H -3.398 0.040 0.471
H -1.619 -2.705 -2.836
*
```

***

3.
Entry from OMol25: a structure of composition C19H28MnNO2P2 at a distorted geometry (ωB97M-V/def2-TZVPD).

Properties
LUMO (spin up / spin down)	-8.5493 / -7.2051	eV
expectation value of S²	6.135
electronic energy	-2779.08709	a.u.
HOMO (spin up / spin down)	-13.710 / -13.990	eV
HOMO-LUMO gap (spin up / spin down)	5.161 / 6.785	eV
ΔE to the lowest compared entry with this formula, charge and spin	27.7	kcal/mol

The geometry in ORCA input format:
```
! wB97M-V def2-TZVPD RIJCOSX def2/J DEFGRID3
* xyz 2 5
Mn 0.212 -0.292 -0.227
P -0.662 0.591 -2.408
P 1.149 -1.718 1.175
O 1.420 -3.979 -2.019
O 1.704 -1.080 -1.999
N -1.259 -1.755 -0.514
C -2.305 -0.116 -2.027
C 0.015 1.269 0.776
C -1.071 -2.989 0.019
C -0.742 2.369 -2.275
C 0.097 2.331 1.427
C -3.311 -2.395 -1.486
C -3.221 -3.657 -0.898
C 0.563 5.920 2.257
C 0.306 3.494 2.161
C 0.739 -1.578 2.946
C 2.936 -2.042 1.040
C 0.905 4.595 4.257
C 0.282 -3.295 0.601
C -0.317 0.115 -4.130
C 0.605 3.432 3.552
C -2.063 -3.962 -0.164
C -2.306 -1.454 -1.307
C 0.902 5.843 3.618
C 0.261 4.773 1.533
H -0.004 4.825 0.468
H 3.210 -2.013 -0.021
H -0.355 -1.630 3.067
H 0.607 2.458 4.060
H -0.873 2.655 -1.219
H 2.300 -4.351 -1.825
H -1.881 -4.922 0.305
H -2.846 0.621 -1.404
H 3.417 -1.196 1.538
H -4.002 -4.429 -1.016
H 1.145 6.748 4.168
H 1.694 -3.054 -1.939
H 0.504 0.748 -4.512
H 2.545 -1.014 -2.500
H 0.889 -3.640 -0.103
H 1.152 4.536 5.324
H 0.809 -0.124 -2.134
H 0.230 -4.113 1.343
H -1.209 0.212 -4.778
H 0.036 -0.936 -4.105
H 1.095 -0.564 3.187
H -4.162 -2.150 -2.131
H -2.839 -0.233 -2.986
H 3.277 -2.979 1.503
H 0.204 2.804 -2.633
H -1.577 2.763 -2.881
H 1.251 -2.335 3.568
H 0.540 6.893 1.749
*
```

***

4.
Entry from OMol25: the molecule C19H28N2O2S (ωB97M-V/def2-TZVPD).

Properties
SMILES	CCOCCCNC(=S)N1CCC(C(=O)c2ccc(C)cc2)CC1
LUMO	0.3553	eV
electronic energy	-1398.98781	a.u.
HOMO	-7.859	eV
HOMO-LUMO gap	8.214	eV
ΔE to the lowest compared entry with this formula, charge and spin	21.4	kcal/mol

The geometry in ORCA input format:
```
! wB97M-V def2-TZVPD RIJCOSX def2/J DEFGRID3
* xyz 0 1
S -1.841 -0.877 -0.595
O 1.117 -4.049 -1.380
O 1.108 2.104 -1.017
N -0.508 -0.327 -2.786
N -1.842 1.380 -1.948
C -2.168 2.512 0.192
C 0.141 -1.615 -2.712
C 0.065 2.296 2.432
C -1.194 2.468 -2.651
C 1.993 -2.996 -1.685
C 0.615 1.782 1.257
C 1.469 -0.035 5.061
C 0.358 2.335 -0.091
C -0.126 -5.338 0.186
C -2.840 1.850 -1.016
C 1.175 0.590 3.733
C 0.349 1.707 3.647
C 1.472 0.686 1.349
C 0.570 -4.012 -0.073
C 1.739 0.092 2.565
C -1.345 0.124 -1.828
C 1.330 -1.617 -1.749
C -1.019 3.678 -1.714
C -0.874 3.221 -0.259
H -0.129 4.231 -2.017
H -0.595 -2.346 -2.369
H -0.558 -5.340 1.183
H -0.572 3.167 2.409
H -1.937 1.742 0.928
H -2.856 3.226 0.646
H -0.704 4.102 0.369
H -0.083 0.345 -3.406
H -0.207 2.157 -2.992
H 2.072 -0.881 -2.064
H 0.582 -0.040 5.690
H -1.795 2.751 -3.526
H -0.082 2.116 4.550
H 2.817 -2.963 -0.952
H 2.407 -3.254 -2.664
H 1.919 0.308 0.442
H -0.151 -3.191 0.026
H 0.965 -1.337 -0.760
H -3.477 2.560 -1.551
H -0.917 -5.484 -0.544
H 2.241 0.538 5.576
H -3.449 1.004 -0.694
H -1.876 4.349 -1.786
H 1.826 -1.055 4.941
H 0.582 -6.158 0.098
H 0.465 -1.886 -3.719
H 1.378 -3.854 0.659
H 2.392 -0.767 2.610
*
```

***

5.
Entry from OMol25: the molecule C19H28N2O3 (ωB97M-V/def2-TZVPD).

Properties
SMILES	CCOC(=O)c1c(C)n(C)c2cc(OCCN(CC)CC)ccc12
LUMO	0.6981	eV
electronic energy	-1076.03662	a.u.
HOMO	-7.265	eV
HOMO-LUMO gap	7.963	eV
ΔE to the lowest compared entry with this formula, charge and spin	42.8	kcal/mol

The geometry in ORCA input format:
```
! wB97M-V def2-TZVPD RIJCOSX def2/J DEFGRID3
* xyz 0 1
O -0.155 -4.902 -0.023
O 2.052 2.554 1.090
O 1.737 -3.804 -0.543
N -0.289 3.089 -0.709
N -1.275 -1.056 1.463
C -1.192 -2.361 1.078
C 2.904 -5.856 0.056
C -0.102 -0.414 1.144
C 0.492 -3.873 -0.028
C -1.661 3.411 -0.361
C 2.385 0.374 0.316
C 0.266 0.910 1.348
C 1.202 3.674 1.172
C -0.358 3.750 -3.148
C -2.317 -3.301 1.303
C 1.521 1.304 0.918
C 2.022 -0.936 0.119
C -0.066 2.686 -2.083
C 2.286 -5.014 -1.052
C -2.615 2.249 -0.617
C 0.041 -2.595 0.494
C -2.412 -0.481 2.125
C 0.656 4.069 -0.211
C 0.757 -1.350 0.530
H -1.669 3.643 0.709
H 3.358 0.728 0.011
H 2.696 -1.633 -0.349
H -2.845 2.152 -1.674
H 3.372 -6.739 -0.371
H 0.979 2.373 -2.156
H 2.132 -6.168 0.755
H -0.409 1.604 1.821
H 1.496 -5.580 -1.557
H -2.240 0.579 2.288
H -0.094 3.366 -4.130
H 3.042 -4.702 -1.777
H -2.556 -3.369 2.364
H -3.548 2.415 -0.082
H -2.035 -4.283 0.936
H 0.385 3.516 1.883
H 0.215 5.076 -0.140
H -1.412 4.014 -3.156
H -2.165 1.323 -0.273
H -3.211 -2.966 0.775
H 3.653 -5.278 0.594
H -3.312 -0.601 1.517
H 1.837 4.480 1.551
H -2.581 -0.962 3.092
H 0.223 4.651 -2.963
H -0.678 1.802 -2.274
H -2.024 4.312 -0.888
H 1.512 4.122 -0.888
*
```

***

6.
Entry from OMol25: a structure of composition C19H28N4O6P2Sc at a distorted geometry (ωB97M-V/def2-TZVPD).

Properties
LUMO	-2.4788	eV
electronic energy	-2854.90491	a.u.
HOMO	-10.508	eV
HOMO-LUMO gap	8.030	eV
ΔE to the lowest compared entry with this formula, charge and spin	6.5	kcal/mol

The geometry in ORCA input format:
```
! wB97M-V def2-TZVPD RIJCOSX def2/J DEFGRID3
* xyz 1 1
Sc 0.126 0.503 0.226
P -0.977 0.822 3.234
P -2.719 0.266 0.891
O -1.551 -0.593 3.804
O -2.627 -1.161 1.248
O -4.238 0.717 0.534
O -1.786 0.753 -0.206
O 0.030 0.516 2.138
O -0.605 1.742 4.306
N 0.042 -1.687 0.004
N 2.266 0.215 -0.182
N 0.645 2.474 -0.280
N -3.667 0.924 3.302
C 5.151 -1.027 3.650
C -2.561 1.331 2.398
C 0.020 -2.837 0.010
C -0.970 -4.751 -1.053
C 3.143 -1.095 2.337
C -0.445 -4.700 1.430
C 0.014 -4.271 0.026
C 1.434 -4.790 -0.258
C 3.768 -1.096 3.571
C 2.406 3.918 -0.088
C 2.813 1.398 -0.089
C 5.282 -0.956 1.257
C 5.907 -0.972 2.493
C 3.898 -1.014 1.171
C -2.566 2.815 2.146
C 2.027 2.566 -0.108
C 0.202 3.739 -0.391
C 3.195 -0.924 -0.164
C 1.250 4.655 -0.277
H 3.940 -0.822 -0.962
H -2.391 3.352 3.078
H 0.287 -4.396 2.177
H -1.963 -4.343 -0.875
H 2.619 -1.837 -0.352
H -4.520 0.336 -0.298
H -1.026 -5.836 -1.026
H 5.638 -1.030 4.613
H 5.875 -0.901 0.355
H -3.497 3.151 1.689
H 2.138 -4.444 0.497
H -1.406 -4.252 1.672
H -1.740 3.062 1.474
H -4.582 1.084 2.856
H -0.836 3.951 -0.604
H -3.591 1.420 4.201
H 1.782 -4.475 -1.240
H 3.181 -1.146 4.476
H 3.403 4.289 0.049
H 1.168 5.721 -0.335
H 6.985 -0.937 2.550
H -0.541 -5.783 1.461
H -3.514 -0.086 3.459
H 3.900 1.516 -0.061
H 2.058 -1.138 2.263
H -0.637 -4.446 -2.043
H -0.876 -1.093 4.266
H 1.415 -5.878 -0.236
*
```

***

Copy entry 6 word for word.
Entry from OMol25: a structure of composition C19H28N4O6P2Sc at a distorted geometry (ωB97M-V/def2-TZVPD).

Properties
LUMO	-2.4788	eV
electronic energy	-2854.90491	a.u.
HOMO	-10.508	eV
HOMO-LUMO gap	8.030	eV
ΔE to the lowest compared entry with this formula, charge and spin	6.5	kcal/mol

The geometry in ORCA input format:
```
! wB97M-V def2-TZVPD RIJCOSX def2/J DEFGRID3
* xyz 1 1
Sc 0.126 0.503 0.226
P -0.977 0.822 3.234
P -2.719 0.266 0.891
O -1.551 -0.593 3.804
O -2.627 -1.161 1.248
O -4.238 0.717 0.534
O -1.786 0.753 -0.206
O 0.030 0.516 2.138
O -0.605 1.742 4.306
N 0.042 -1.687 0.004
N 2.266 0.215 -0.182
N 0.645 2.474 -0.280
N -3.667 0.924 3.302
C 5.151 -1.027 3.650
C -2.561 1.331 2.398
C 0.020 -2.837 0.010
C -0.970 -4.751 -1.053
C 3.143 -1.095 2.337
C -0.445 -4.700 1.430
C 0.014 -4.271 0.026
C 1.434 -4.790 -0.258
C 3.768 -1.096 3.571
C 2.406 3.918 -0.088
C 2.813 1.398 -0.089
C 5.282 -0.956 1.257
C 5.907 -0.972 2.493
C 3.898 -1.014 1.171
C -2.566 2.815 2.146
C 2.027 2.566 -0.108
C 0.202 3.739 -0.391
C 3.195 -0.924 -0.164
C 1.250 4.655 -0.277
H 3.940 -0.822 -0.962
H -2.391 3.352 3.078
H 0.287 -4.396 2.177
H -1.963 -4.343 -0.875
H 2.619 -1.837 -0.352
H -4.520 0.336 -0.298
H -1.026 -5.836 -1.026
H 5.638 -1.030 4.613
H 5.875 -0.901 0.355
H -3.497 3.151 1.689
H 2.138 -4.444 0.497
H -1.406 -4.252 1.672
H -1.740 3.062 1.474
H -4.582 1.084 2.856
H -0.836 3.951 -0.604
H -3.591 1.420 4.201
H 1.782 -4.475 -1.240
H 3.181 -1.146 4.476
H 3.403 4.289 0.049
H 1.168 5.721 -0.335
H 6.985 -0.937 2.550
H -0.541 -5.783 1.461
H -3.514 -0.086 3.459
H 3.900 1.516 -0.061
H 2.058 -1.138 2.263
H -0.637 -4.446 -2.043
H -0.876 -1.093 4.266
H 1.415 -5.878 -0.236
*
```

***

Question: Look up the electronic energy of the fifth one.
Answer: -1076.03662 a.u.